Below is a 11-piece molecular cluster, H21O11 overall, with properties calculated with ωB97M-V/def2-TZVPD.

Summary:
LUMO level, Ha: 0.105
Frontier orbital gap, eV: 9.9
Total charge: -1
Spin multiplicity: 1
HOMO, Eh: -0.2591
E, eV: -22866.9342

```
32
Properties=species:S:1:pos:R:3:lowdin_charge:R:1
O 2.370 1.828 3.189 -0.1044
O -1.133 -0.974 2.198 -0.0970
O -0.493 -1.919 -0.320 -0.0685
O 3.144 3.316 -0.319 -0.0652
O 1.613 -0.705 2.377 -0.1015
O -1.489 1.748 -1.852 -0.0764
O 0.694 1.331 0.897 -0.1481
O -2.710 0.541 0.320 -0.0715
O 0.699 0.246 -1.374 -0.3611
O 0.474 -1.552 -3.397 -0.1131
O -2.399 -3.840 -1.290 -0.0743
H -1.738 1.067 -2.483 0.0487
H -0.609 1.467 -1.525 0.0024
H -0.995 -1.165 1.244 -0.0039
H -3.579 0.932 0.205 0.0374
H -2.235 -3.593 -2.199 0.0106
H 2.564 0.885 3.294 0.0058
H -0.354 -2.015 -3.189 0.0056
H 2.422 3.840 0.039 0.0313
H -0.137 1.144 1.359 0.0390
H -1.944 -0.428 2.161 0.0391
H -1.747 -3.333 -0.782 -0.0069
H 1.393 -0.044 1.702 -0.0268
H -2.148 0.984 -0.363 0.0039
H 0.364 -2.337 -0.217 0.0797
H -0.365 -1.063 -0.777 0.0178
H 0.620 -0.913 -2.651 -0.0259
H 1.647 0.444 -1.403 0.0188
H 0.613 0.846 -0.037 -0.0083
H 1.699 1.785 2.475 -0.0131
H 3.052 2.471 0.131 0.0162
H 0.706 -0.994 2.588 0.0096
```



Below is C5H8O2 as an isolated structure, with properties calculated with ωB97M-V/def2-TZVPD.

Summary:
LUMO level, Ha: 0.023
Frontier orbital gap, eV: 9.2
Total charge: 0
Spin multiplicity: 1
HOMO, Eh: -0.3150
E, eV: -9402.9870

```
15
Properties=species:S:1:pos:R:3:lowdin_charge:R:1
O -1.296 -0.748 -0.319 -0.0492
O 0.552 1.238 -0.711 0.0091
C -0.419 1.378 0.209 -0.1868
C 0.944 -0.069 -1.080 -0.2099
C -0.070 -1.153 -0.860 -0.2404
C 1.213 -1.148 -0.061 -0.0162
C -1.124 0.224 0.697 -0.2749
H 1.963 -1.886 -0.328 0.1097
H -0.779 -0.276 1.600 0.0985
H -0.215 -1.924 -1.611 0.1520
H -0.864 2.356 0.096 0.1070
H 1.544 -0.011 -1.980 0.1513
H -1.727 1.146 1.540 0.1025
H -0.931 1.756 1.818 0.1369
H 1.210 -0.883 0.990 0.1106
```



Below is an isolated ion of composition C3H9N4 and charge +1, with properties calculated with ωB97M-V/def2-TZVPD.

Summary:
<S²>: 2.01
LUMO level (alpha / beta), Ha: -0.120 / -0.269
Frontier orbital gap (alpha / beta), eV: 6.4 / 7.1
Total charge: +1
Spin multiplicity: 3
HOMO (alpha / beta), Eh: -0.3551 / -0.5295
E, eV: -9203.4631

```
16
Properties=species:S:1:pos:R:3:mulliken_spin:R:1
N -1.594 -0.653 0.340 0.7435
N -0.622 1.402 -0.309 0.0155
N 0.107 -2.238 -0.101 0.5044
N -1.903 0.696 0.122 0.0081
C -0.424 -0.963 -0.117 0.7226
C 0.419 0.352 -0.384 -0.0521
C 1.689 0.601 0.333 0.0265
H 1.847 1.648 0.494 0.0001
H -2.536 0.776 -0.771 0.0503
H -0.392 -3.129 0.199 -0.0242
H -2.235 1.020 1.034 0.0088
H 0.546 0.346 -1.546 0.0173
H 1.946 0.034 1.311 0.0000
H 0.962 -2.423 -0.602 -0.0134
H -0.341 2.214 0.278 -0.0002
H 2.531 0.317 -0.281 -0.0073
```



Below is an isolated ion of composition C26H40N5 and charge +1, with properties calculated with ωB97M-V/def2-TZVPD.

Summary:
LUMO level, Ha: -0.123
Frontier orbital gap, eV: 7.0
Total charge: +1
Spin multiplicity: 1
HOMO, Eh: -0.3793
E, eV: -35056.8961

```
71
Properties=species:S:1:pos:R:3:lowdin_charge:R:1
N -0.826 2.557 -4.498 0.1455
N -2.562 2.810 -5.950 0.1895
N -0.994 2.315 -2.154 0.1589
N -3.264 2.365 -1.336 0.0516
N -4.318 2.617 -3.253 -0.0312
C -2.747 -0.314 0.490 -0.2815
C -3.470 0.804 0.532 -0.0516
C 1.046 -3.853 2.376 -0.1708
C 1.624 -1.535 1.670 -0.1999
C 3.298 -2.875 2.904 -0.2424
C 1.916 0.950 1.362 -0.3172
C 2.363 -3.800 3.081 -0.0531
C -2.305 2.408 -2.314 -0.1999
C -2.141 2.652 -4.692 -0.2939
C -0.350 -0.089 1.124 -0.1071
C -5.397 2.771 -4.192 0.0180
C 3.927 -2.235 0.636 -0.0024
C 3.422 0.727 1.498 -0.1503
C 0.966 -2.846 1.233 -0.1464
C -3.308 -1.606 0.989 -0.0334
C 1.171 -0.304 0.831 -0.3763
C 3.145 -1.764 1.871 -0.3959
C 1.424 -0.474 -0.669 -0.0196
C 4.570 -2.927 3.697 -0.0436
C -4.447 2.488 -1.933 0.0337
C -2.996 2.158 0.081 -0.0864
C -0.324 2.398 -3.290 -0.1616
C -1.336 -0.380 -0.020 -0.1511
C 3.746 -0.454 2.401 -0.1327
C -2.969 2.574 -3.543 -0.0374
C 1.680 2.199 0.510 -0.0568
H 3.531 -3.171 0.253 0.0886
H 0.871 -4.867 2.004 0.1141
H 0.258 -3.647 3.110 0.1163
H -3.528 2.906 -6.207 0.0992
H 2.519 -4.585 3.810 0.1099
H 3.341 -0.255 3.397 0.1311
H -4.290 -1.475 1.435 0.0821
H 4.630 -3.860 4.252 0.0806
H -3.385 -2.321 0.171 0.0933
H -1.156 -1.377 -0.418 0.1142
H -5.387 2.486 -1.415 0.1769
H 2.480 -0.391 -0.892 0.0722
H 3.867 1.630 1.923 0.1228
H -5.308 3.724 -4.717 0.1113
H 3.926 -1.505 -0.165 0.0634
H 2.251 2.146 -0.414 0.0793
H -0.081 -2.691 0.970 0.0976
H -0.510 0.943 1.438 0.1072
H -6.346 2.755 -3.660 0.1071
H -5.388 1.954 -4.915 0.1114
H 1.261 -1.326 2.686 0.1556
H 1.527 1.142 2.370 0.1484
H -1.183 0.337 -0.825 0.0788
H 3.872 0.585 0.516 0.1108
H -1.918 2.266 0.198 0.1119
H 1.084 -1.442 -1.020 0.0881
H -0.633 -0.707 1.977 0.1187
H -2.640 -2.036 1.734 0.0858
H 4.963 -2.411 0.917 0.0874
H 1.469 -3.248 0.355 0.1100
H 0.751 2.328 -3.223 0.1252
H 2.011 3.081 1.054 0.0847
H -4.481 0.773 0.913 0.1059
H 4.829 -0.546 2.489 0.1196
H -1.854 2.854 -6.665 0.1272
H 5.444 -2.856 3.053 0.0779
H 0.912 0.299 -1.235 0.0602
H 0.633 2.334 0.251 0.0500
H -3.505 2.943 0.644 0.1379
H 4.614 -2.105 4.411 0.0824
```



Below is a 2-piece molecular cluster, C4H11NO2 overall, with properties calculated with ωB97M-V/def2-TZVPD.

Summary:
LUMO level, Ha: 0.026
Frontier orbital gap, eV: 10.2
Total charge: 0
Spin multiplicity: 1
HOMO, Eh: -0.3505
E, eV: -9909.4777

```
18
Properties=species:S:1:pos:R:3:lowdin_charge:R:1
O 0.374 0.778 -4.015 -0.1114
O 2.332 -1.058 0.838 0.0566
N -2.407 -0.086 0.928 0.0018
C -0.239 1.132 -0.075 -0.0935
C -0.089 -1.113 1.255 -0.0940
C 1.409 -0.607 1.452 -0.2732
C -0.950 0.292 1.012 -0.4625
H -2.748 0.164 -0.074 0.0989
H -2.806 0.764 1.345 0.0570
H 0.677 1.736 0.205 0.0925
H -0.371 -1.700 0.260 0.1391
H -0.654 -1.722 1.975 0.0889
H 1.094 0.569 -4.687 0.0643
H -0.900 0.842 1.933 0.1011
H -0.176 1.436 -4.521 0.0507
H -1.005 1.869 -0.574 0.0962
H -0.122 0.435 -0.951 0.0805
H 1.428 0.222 2.144 0.1071
```



Below is C24H26N3Tc as an isolated structure, with properties calculated with ωB97M-V/def2-TZVPD.

Summary:
<S²>: 3.77
LUMO level (alpha / beta), Ha: -0.107 / -0.143
Frontier orbital gap (alpha / beta), eV: 6.6 / 7.6
Total charge: +1
Spin multiplicity: 4
HOMO (alpha / beta), Eh: -0.3482 / -0.4238
E, eV: -31969.0660

```
54
Properties=species:S:1:pos:R:3:mulliken_spin:R:1
Tc -0.029 -0.259 -0.845 1.5771
N 0.216 -0.386 3.587 0.0051
N 0.089 -0.515 1.382 0.0408
N -0.468 1.331 10.118 -0.0003
C 0.755 -1.645 1.860 0.0385
C -0.996 0.890 5.286 0.0021
C 2.020 1.385 -0.524 0.1253
C 0.084 0.070 4.916 0.0029
C -0.463 0.745 -5.484 0.7644
C -0.168 0.878 7.573 0.0002
C 0.122 2.089 -5.357 0.0272
C -1.133 1.294 6.633 -0.0004
C 0.935 0.098 7.180 -0.0006
C -1.927 0.603 -5.437 0.0254
C 0.864 -1.566 3.206 -0.0245
C 0.351 -0.349 -6.036 -0.0045
C 1.411 0.094 -2.350 0.0844
C -2.332 -0.996 -0.770 0.1269
C 1.930 -0.796 -1.333 -0.0054
C 1.393 1.428 -1.814 -0.0567
C 2.308 0.031 -0.217 0.0921
C -0.286 0.198 2.460 -0.0631
C -1.439 -2.063 -0.464 0.0589
C -0.841 -1.225 -2.535 0.0181
C -0.495 -2.208 -1.541 -0.0169
C -0.340 1.158 8.966 -0.0002
C -1.898 -0.390 -2.002 -0.0894
C 1.036 -0.332 5.854 -0.0004
H -0.041 -1.336 -5.752 0.0087
H -1.506 -2.752 0.373 0.0077
H 0.118 2.617 -6.328 0.0445
H 2.193 -1.842 -1.468 0.0076
H 1.057 2.302 -2.373 -0.0078
H 2.841 -0.349 0.648 0.0033
H -2.380 0.779 -6.429 0.0408
H -0.454 2.708 -4.654 0.0076
H 1.871 -0.966 5.549 0.0001
H -1.740 1.160 4.533 -0.0006
H -0.948 1.060 2.536 0.0099
H -2.225 -0.406 -5.126 0.0057
H 1.146 -2.433 1.235 -0.0059
H 0.271 -2.973 -1.622 -0.0019
H 1.301 -2.232 3.915 -0.0002
H -3.221 -0.727 -0.200 0.0068
H -0.456 -1.179 -3.546 0.0482
H 0.359 -0.325 -7.142 0.0413
H 1.690 -0.208 7.913 0.0000
H 1.400 -0.278 -5.716 0.0077
H -2.349 0.453 -2.532 -0.0024
H -1.998 1.904 6.947 0.0000
H -2.375 1.332 -4.748 0.0055
H 1.165 2.051 -5.017 0.0047
H 1.279 -0.166 -3.396 0.0332
H 2.302 2.241 0.088 0.0086
```



What is the total charge in the second record?
0